(1)
The following is a DFT calculation (ωB97M-V/def2-TZVPD) of a 5-piece molecular cluster, C2H14N4O5 overall.

Output
- Gap between HOMO and LUMO (alpha / beta): 0.0663 / 0.3284 Ha
- Spin multiplicity: 2
- HOMO energy (alpha / beta): 0.7 / -6.5 eV
- Net charge: -1

Geometry (Å):
N: 2.32 4.61 -2.01
H: -3.06 -4.06 -0.46
H: 2.25 5.44 -1.44
H: -3.70 -2.97 1.25
H: -1.91 -3.27 -1.54
O: -0.87 -2.11 0.35
H: -0.35 1.37 3.18
H: 2.31 2.72 -3.08
H: 0.34 1.00 -0.47
H: 2.03 4.65 -2.98
C: -1.97 -2.57 0.28
H: 2.19 1.59 -1.75
N: -2.78 -2.54 1.31
H: -0.64 1.02 1.73
N: -2.41 -3.31 -0.66
O: 0.48 0.52 0.35
O: 2.46 3.51 -0.18
H: 0.79 -4.15 1.96
H: -0.03 -0.29 0.25
H: -2.39 -2.00 2.06
H: 0.43 -2.85 1.27
O: 1.16 -3.46 1.41
C: 2.25 3.55 -1.32
N: 2.15 2.53 -2.10
O: -1.05 1.04 2.60

---

(2)
The following is a DFT calculation (ωB97M-V/def2-TZVPD) of C28H26N4O6RuS as an isolated structure.

Output
- Gap between HOMO and LUMO (alpha / beta): 0.2344 / 0.2599 Ha
- Spin multiplicity: 2
- HOMO energy (alpha / beta): -5.1 / -5.4 eV
- Net charge: -1
- Energy above the lowest of the compared OMol25 structures with the same formula, charge and spin: 86.8 kcal per mole

Geometry (Å):
H: 1.24 -1.32 1.98
C: -3.01 0.34 -0.83
H: 2.60 -1.94 2.93
Ru: -0.26 0.41 0.64
C: 4.12 -2.12 0.86
C: 1.19 3.05 0.48
C: 0.19 5.14 1.02
H: 4.18 1.85 -1.73
C: 0.83 -2.12 -0.95
C: -2.71 -0.44 -1.97
H: -5.34 0.46 1.68
H: 5.72 -2.88 -0.35
C: 2.36 2.11 0.35
C: -1.09 3.30 0.21
C: -4.60 -1.85 -1.50
S: -0.80 0.58 3.11
C: 4.81 -1.13 -1.20
N: 0.02 2.57 0.12
C: 1.24 -3.44 -0.81
H: -5.79 -1.32 0.19
H: -1.84 0.80 -3.47
C: 3.75 0.93 -2.12
C: -1.04 4.61 0.67
N: -0.32 -1.66 -0.44
H: 2.34 -0.19 2.74
C: 3.85 -0.14 -1.07
O: -0.86 -0.80 2.51
C: -4.51 0.88 1.13
C: -4.16 0.04 -0.05
H: 2.71 1.12 -2.37
C: 3.14 -1.15 1.02
N: 2.01 0.83 0.18
H: -0.72 0.31 -2.19
C: 0.41 -4.32 -0.13
C: -2.33 2.60 -0.27
C: -1.13 -2.52 0.18
H: -2.07 -2.11 0.53
C: 4.95 -2.12 -0.24
O: -1.09 0.56 4.52
C: -0.81 -3.85 0.35
H: -1.95 5.18 0.74
O: -3.36 3.23 -0.54
O: -1.76 1.40 2.32
C: -4.92 -1.07 -0.41
O: 3.51 2.55 0.39
H: 1.44 -1.42 -1.50
H: 4.30 0.64 -3.01
C: -3.51 -1.52 -2.29
H: -3.64 0.99 1.78
C: 1.33 4.36 0.91
H: 4.23 -2.88 1.62
H: -3.26 -2.11 -3.16
H: 5.47 -1.12 -2.06
H: -1.22 -0.85 -3.46
H: 2.32 4.72 1.16
H: -5.20 -2.71 -1.75
H: 0.27 6.16 1.37
H: 0.69 -5.35 0.01
C: 3.00 -0.14 0.05
H: 2.18 -3.76 -1.23
C: -1.55 -0.03 -2.83
C: 2.29 -1.16 2.24
O: 0.54 1.15 2.79
H: -1.49 -4.51 0.85
N: -2.11 1.31 -0.49
H: -4.77 1.89 0.80

---

(3)
The following is a DFT calculation (ωB97M-V/def2-TZVPD) of a 5-piece molecular cluster, C2H16NO5 overall.

Output
- Gap between HOMO and LUMO: 0.4025 Ha
- HOMO energy: -14.1 eV
- Net charge: +1
- Energy above the lowest of the compared OMol25 structures with the same formula, charge and spin: 53.8 kcal per mole

Geometry (Å):
O: 2.95 -0.16 -2.92
H: 2.74 -0.26 -1.30
O: 2.34 0.29 -0.52
O: -2.56 -1.81 2.01
H: -0.98 -0.06 -3.36
O: -0.24 0.39 -3.60
H: -2.55 0.05 2.62
H: 3.39 0.65 -3.32
C: -1.78 -0.04 0.49
H: -3.77 -0.16 1.51
O: 1.57 0.74 2.77
H: -0.30 0.66 -4.49
H: 2.36 1.16 -0.70
H: -2.06 0.98 0.09
C: -2.65 -0.46 1.63
H: -1.93 -2.39 1.47
H: -0.31 -1.14 1.37
H: 2.39 1.30 2.96
H: 1.39 0.57 3.71
N: -0.36 -0.13 1.05
H: 2.04 -0.22 -2.99
H: -0.13 0.69 1.67
H: -1.96 -0.63 -0.42
H: 0.42 -0.02 0.29

---

(4)
The following is a DFT calculation (ωB97M-V/def2-TZVPD) of a 3-piece molecular cluster, C21H28FN3O7P overall.

Output
- Gap between HOMO and LUMO: 0.1208 Ha
- HOMO energy: -9.3 eV
- Net charge: +1

Geometry (Å):
O: 1.67 1.30 -1.48
H: 2.19 -6.47 0.10
C: 2.84 -5.52 0.60
C: 1.92 -4.31 1.54
N: -3.86 4.19 1.21
O: -3.39 -2.77 -2.16
C: -3.68 4.90 2.37
H: 2.68 2.03 -2.95
H: 1.10 -4.91 2.13
C: -0.47 4.48 -0.86
O: 4.12 -4.99 -0.12
H: -2.57 -2.10 0.31
H: 0.89 -0.96 2.32
H: 4.81 0.65 1.46
N: -1.82 3.61 -2.39
H: 2.71 -3.76 2.20
H: 4.96 -6.65 0.53
P: -3.26 -1.61 -0.87
H: -2.84 5.57 2.48
C: -4.98 3.41 1.32
C: -2.18 -3.59 -2.30
C: -4.71 4.58 3.23
O: -4.77 -1.23 -0.47
C: -0.77 -3.12 -1.61
H: -2.20 2.99 -3.10
N: 2.03 -2.11 -0.21
F: -0.53 -1.05 -3.32
C: 1.32 -3.38 0.30
H: -0.66 -4.91 0.03
O: 1.86 2.21 -2.40
C: -5.53 3.64 2.57
H: -3.40 5.05 -2.31
H: 0.37 4.63 -0.20
C: -2.43 4.74 -1.92
H: 5.01 -4.94 1.65
H: 1.84 0.03 -3.19
H: 3.74 1.07 3.01
C: 2.88 -0.70 1.78
H: -1.82 6.21 -0.42
H: 3.34 -0.02 -2.04
H: -3.25 4.23 0.40
C: 0.03 -1.79 -2.15
C: 3.33 -1.64 0.47
H: -5.29 2.77 0.51
H: -6.43 3.17 2.95
C: 1.44 -1.31 -1.39
C: -0.63 3.43 -1.74
O: 1.43 -0.34 1.71
C: 3.71 0.72 1.87
C: -1.62 5.30 -0.97
H: -4.85 4.98 4.22
C: -0.11 -3.94 -0.35
H: 3.97 -2.53 0.91
C: 2.16 0.03 -2.04
H: 2.98 -1.37 2.76
H: 4.04 -1.04 -0.25
H: 3.07 1.55 1.30
H: -2.65 -0.37 -1.34
O: -2.16 -4.77 -2.97
H: 0.01 2.59 -1.96
C: 4.41 -5.87 1.24

---

Asked for electronic energy across the records above, the calculation gives -18498.9554; -61122.8328; -14053.2558; -53011.8059 eV in order.
Asked for strongest force on any atom across the records above, the calculation gives 0.1451; 0.0511; 0.1200; 0.1908 hartree/bohr in order.